Below is a single C4H8O2 molecule, with properties calculated with ωB97M-V with the def2-TZVPD basis set.

HOMO-LUMO gap (eV): 9.1103
E_LUMO (eV): 0.81
ΔE to the lowest compared entry with this formula, charge and spin (kcal per mole): 116.5
Multiplicity: 1

Last column: Mulliken charge in e.
Positions of all 14 atoms, in Å:
C (0.42735, 0.56237, 0.40469)  -0.54
H (-2.16310, 0.83896, -1.56252)  0.24
C (1.59102, -0.42259, 0.50231)  -0.44
C (-1.53132, 1.14392, -0.72409)  -0.70
H (1.99620, -0.67411, -0.48299)  0.33
H (-2.14003, 1.15511, 0.19365)  0.30
H (-0.11166, 0.54586, 1.36960)  0.34
H (2.34634, -0.00946, 1.17056)  0.32
C (0.24347, -2.21942, 0.37761)  -0.24
O (1.09056, -1.58020, 1.16861)  -0.24
H (-1.17329, 2.16914, -0.91031)  0.29
H (-0.55306, -2.46650, 1.11958)  0.15
O (-0.45877, 0.23022, -0.63323)  -0.26
H (0.83798, 1.56824, 0.25323)  0.45